(1)
Below is 3 unconnected molecules or ions with the total composition C11H20B2ClN4O8 in a non-equilibrium geometry, with properties calculated with the ωB97M-V functional and the def2-TZVPD basis.

- Net charge: +1
- Highest occupied orbital energy: -0.4447 Eh
- F_max: 6.950 eV/Å

Cartesian coordinates (Å):
O (2.192, -1.076, 1.434)
B (2.404, -0.509, 0.088)
O (3.823, -0.214, -0.318)
C (1.245, -0.115, -1.010)
C (-0.261, -0.659, -0.661)
N (-0.845, -2.037, -0.900)
C (-2.299, -2.130, -0.480)
N (-3.203, -3.161, -0.555)
Cl (-4.835, -3.018, -0.005)
N (-2.593, -0.742, 0.043)
N (-1.456, 0.066, -0.064)
B (-1.541, 1.534, 0.369)
O (-0.498, 2.168, 1.245)
O (-2.687, 2.437, -0.001)
H (1.751, -1.966, 1.279)
H (3.735, 0.388, -1.139)
H (1.570, -0.637, -2.034)
H (1.223, 1.050, -1.123)
H (-2.876, -4.077, -0.973)
H (-3.466, -0.309, 0.431)
H (-0.219, 2.998, 0.731)
H (-3.529, 1.899, -0.111)
O (5.091, -0.110, -3.973)
C (6.047, 0.170, -3.270)
O (6.065, 1.191, -2.364)
C (7.373, 1.297, -1.803)
C (8.005, -0.055, -2.010)
C (7.379, -0.517, -3.301)
H (7.914, 2.093, -2.324)
H (7.299, 1.554, -0.742)
H (9.097, -0.019, -2.041)
H (7.711, -0.730, -1.197)
H (7.940, -0.169, -4.173)
H (7.262, -1.603, -3.324)
O (-4.101, -0.935, 3.582)
C (-5.024, -0.267, 3.146)
O (-5.031, 0.325, 1.916)
C (-6.214, 1.112, 1.782)
C (-7.188, 0.539, 2.777)
C (-6.285, 0.062, 3.886)
H (-5.964, 2.157, 1.998)
H (-6.589, 1.043, 0.757)
H (-7.942, 1.259, 3.106)
H (-7.710, -0.318, 2.334)
H (-6.077, 0.854, 4.611)
H (-6.692, -0.822, 4.383)

Forces on the atoms, in the same order (eV/Å):
-0.23 -0.46 -4.05
3.09 -0.17 1.65
-4.82 0.84 -0.63
-1.50 -0.64 -0.70
-6.22 -2.90 1.11
-1.32 2.74 1.16
3.18 5.85 0.71
1.86 0.45 -0.37
1.45 0.02 -0.44
1.15 -3.46 -1.78
2.83 -0.40 -0.74
-0.34 3.35 1.43
-1.80 -0.80 -4.55
1.57 -4.06 1.04
0.50 1.52 0.64
0.73 -1.42 1.65
-0.99 1.27 2.09
-0.15 -2.23 0.08
-0.74 1.56 0.81
0.95 -0.90 -0.18
-0.65 -1.27 1.46
1.46 1.13 -0.18
0.97 0.79 1.49
-1.34 -0.36 -1.42
-0.69 -0.53 -0.56
0.55 0.50 0.58
0.71 -0.43 0.44
0.25 -0.34 0.26
-0.09 -0.05 0.03
-0.19 0.08 -0.25
-0.17 0.06 0.06
0.08 0.14 -0.10
-0.14 -0.12 -0.04
-0.07 0.24 -0.36
-1.31 1.20 -1.57
1.81 -1.36 1.79
0.76 -0.55 -0.16
-0.64 0.79 -0.55
-0.93 0.03 0.04
-0.44 -0.12 -0.07
0.02 -0.10 -0.01
0.27 -0.01 0.09
0.14 -0.08 -0.16
0.04 0.18 0.04
0.07 -0.18 0.05
0.37 0.21 0.16

These are the Mulliken partial charges, in e, on atoms 1 to 2: atom 1 (O): -0.489, atom 2 (B): 0.500



(2)
Below is a molecular structure, C4H10N2S in a non-equilibrium geometry, with properties calculated with the ωB97M-V functional and the def2-TZVPD basis.

- ΔE to the lowest compared entry with this formula, charge and spin: 0.551 eV
- Net charge: 0
- Highest occupied orbital energy: -0.3218 Eh
- F_max: 1.376 eV/Å

Cartesian coordinates (Å):
C (-1.689, -0.388, 0.658)
C (-0.166, -0.329, 0.812)
C (1.867, 0.232, -0.010)
C (0.637, 0.965, 0.556)
H (-1.859, -0.664, -1.359)
H (-2.100, 0.886, -0.893)
H (-2.103, 0.309, 1.381)
H (-2.025, -1.389, 0.956)
H (0.050, -0.717, 1.848)
H (2.617, 0.019, 0.765)
H (2.331, 0.687, -0.860)
H (0.837, 1.546, 1.465)
H (-0.015, 1.451, -1.330)
H (0.518, 2.709, -0.437)
N (-2.267, -0.100, -0.648)
N (-0.032, 1.870, -0.385)
S (0.872, -1.257, -0.400)

Forces on the atoms, in the same order (eV/Å):
0.22 -0.14 -0.44
-0.16 -0.55 0.98
0.05 -0.35 0.74
-0.31 0.14 -0.01
0.38 -0.50 -0.55
-0.12 -0.76 0.21
-0.16 0.14 0.13
0.12 0.12 0.04
-0.01 0.36 -0.94
-0.18 0.01 -0.27
0.30 0.31 -0.50
-0.04 -0.15 -0.14
-0.04 0.26 0.66
0.13 0.41 -0.11
-0.27 1.24 0.53
0.14 -0.65 -0.45
-0.05 0.10 0.11

These are the Mulliken partial charges, in e, on atoms 1 to 2: atom 1 (C): -0.902, atom 2 (C): -0.032



(3)
Below is a molecular structure, H43O21 in a non-equilibrium geometry, with properties calculated with the ωB97M-V functional and the def2-TZVPD basis.

- ΔE to the lowest compared entry with this formula, charge and spin: 4.370 eV
- Net charge: +1
- Highest occupied orbital energy: -0.4888 Eh
- F_max: 2.214 eV/Å

Cartesian coordinates (Å):
O (0.215, 0.927, 1.091)
H (0.417, 2.764, 1.414)
H (-0.638, 0.497, 0.971)
O (2.199, -0.406, 2.214)
H (1.653, -0.595, 1.453)
H (0.097, 1.124, 2.032)
O (-2.005, 1.686, 0.530)
H (-1.507, 2.442, 0.211)
H (0.080, -3.011, -3.699)
O (-1.393, -1.615, -3.851)
H (1.050, -2.318, -2.751)
H (0.776, 2.330, -0.479)
O (2.266, -0.326, -2.329)
H (2.598, 1.718, 1.355)
H (1.940, -0.306, -3.300)
O (0.986, -3.040, -3.377)
H (-1.862, -1.362, -3.049)
H (0.602, -0.706, 4.502)
O (-0.866, 4.263, 3.560)
H (2.330, -1.291, -2.404)
H (-0.936, 3.352, 3.288)
O (-3.039, -1.180, 3.211)
H (-3.341, -1.577, 4.033)
H (-3.843, -0.799, 2.847)
O (2.507, 2.416, -2.893)
H (3.441, 2.534, -2.621)
H (2.350, 1.443, -2.865)
O (2.797, 2.635, 1.578)
H (0.322, 4.219, 0.969)
H (3.498, 2.674, 2.233)
O (-2.995, 1.447, -1.780)
H (-3.608, 2.187, -1.757)
H (-3.353, 0.784, -2.365)
O (-2.276, -4.257, -1.657)
H (-2.730, -3.432, -1.888)
H (-1.745, -4.481, -2.427)
O (4.136, 1.603, -1.128)
H (1.892, 2.772, -1.897)
H (4.539, 0.773, -0.867)
O (0.662, -0.291, 5.353)
H (0.047, 0.423, 5.525)
H (-0.892, -2.254, 0.418)
O (1.319, -3.078, 3.800)
H (0.922, -2.906, 4.662)
H (2.276, -1.245, 2.689)
O (1.427, 0.138, -4.727)
H (-2.056, -1.510, -4.541)
O (-2.891, -1.727, -0.992)
H (-2.375, -0.928, -0.844)
H (-3.440, -1.965, -0.241)
O (-0.370, -1.471, 0.195)
H (0.325, -1.457, 0.850)
H (4.011, 2.114, -0.317)
O (0.913, 2.997, -1.196)
H (-1.389, 4.707, 2.894)
H (0.062, 2.829, -1.637)
O (-1.599, -3.862, 1.369)
H (-1.980, -4.516, 1.961)
H (-1.468, -4.311, 0.521)
O (-0.223, 3.449, 1.162)
H (-2.362, 2.026, 1.359)
H (0.733, -2.654, 3.171)
H (0.571, 0.242, -4.278)
H (1.222, -0.639, -5.269)

Forces on the atoms, in the same order (eV/Å):
1.15 -0.44 0.99
-0.18 0.53 -0.07
-0.40 -0.11 -1.08
0.24 -0.33 0.43
0.02 0.32 -0.28
0.71 -0.06 0.10
-1.58 -0.09 0.42
0.16 0.15 0.13
-0.12 0.24 0.06
-0.13 0.33 -0.11
-0.62 -0.10 0.24
0.69 0.32 0.31
-0.87 -0.95 -1.80
0.32 -0.33 0.67
0.65 0.76 0.97
0.52 -0.28 -0.21
0.00 -0.21 0.27
-0.51 0.41 -0.66
-0.17 0.31 0.82
0.84 0.08 1.14
0.11 -0.31 -0.02
-0.02 0.10 -0.03
0.09 -0.09 0.13
-0.04 0.07 -0.10
-0.35 0.54 0.72
-0.01 -0.52 -0.17
0.65 0.23 0.07
-0.34 0.40 -0.86
-0.02 0.19 0.26
-0.06 -0.36 0.16
0.53 0.05 -0.29
-0.19 -0.14 -0.07
-0.50 -0.03 -0.35
0.03 -0.16 -0.13
0.29 -0.13 0.24
-0.01 -0.11 0.03
0.11 0.38 0.39
-0.42 -0.50 -1.39
0.06 -0.13 -0.04
0.80 -0.22 1.25
-0.28 -0.13 -0.61
-0.13 -0.13 0.10
0.23 0.31 0.02
0.08 -0.07 0.08
0.38 0.02 0.15
-1.04 -0.28 -0.12
-0.02 -0.09 -0.19
-0.16 0.08 -1.02
-0.26 0.03 0.80
0.22 0.41 0.27
-0.24 -0.10 -0.36
0.01 -0.17 0.08
0.16 -0.04 0.14
-0.71 -0.94 0.71
-0.09 0.31 -0.13
0.21 0.59 -0.71
0.20 0.11 -0.27
0.02 0.01 -0.01
-0.26 -0.12 -0.02
0.45 0.45 -0.46
-0.13 -0.06 0.00
-0.48 -0.26 -0.16
-0.06 0.26 -0.29
0.44 0.00 -0.15

These are the Mulliken partial charges, in e, on atoms 1 to 2: atom 1 (O): -0.240, atom 2 (H): 0.201



What did the first record say?
Below is 3 unconnected molecules or ions with the total composition C11H20B2ClN4O8 in a non-equilibrium geometry, with properties calculated with the ωB97M-V functional and the def2-TZVPD basis.

- Net charge: +1
- Highest occupied orbital energy: -0.4447 Eh
- F_max: 6.950 eV/Å

Cartesian coordinates (Å):
O (2.192, -1.076, 1.434)
B (2.404, -0.509, 0.088)
O (3.823, -0.214, -0.318)
C (1.245, -0.115, -1.010)
C (-0.261, -0.659, -0.661)
N (-0.845, -2.037, -0.900)
C (-2.299, -2.130, -0.480)
N (-3.203, -3.161, -0.555)
Cl (-4.835, -3.018, -0.005)
N (-2.593, -0.742, 0.043)
N (-1.456, 0.066, -0.064)
B (-1.541, 1.534, 0.369)
O (-0.498, 2.168, 1.245)
O (-2.687, 2.437, -0.001)
H (1.751, -1.966, 1.279)
H (3.735, 0.388, -1.139)
H (1.570, -0.637, -2.034)
H (1.223, 1.050, -1.123)
H (-2.876, -4.077, -0.973)
H (-3.466, -0.309, 0.431)
H (-0.219, 2.998, 0.731)
H (-3.529, 1.899, -0.111)
O (5.091, -0.110, -3.973)
C (6.047, 0.170, -3.270)
O (6.065, 1.191, -2.364)
C (7.373, 1.297, -1.803)
C (8.005, -0.055, -2.010)
C (7.379, -0.517, -3.301)
H (7.914, 2.093, -2.324)
H (7.299, 1.554, -0.742)
H (9.097, -0.019, -2.041)
H (7.711, -0.730, -1.197)
H (7.940, -0.169, -4.173)
H (7.262, -1.603, -3.324)
O (-4.101, -0.935, 3.582)
C (-5.024, -0.267, 3.146)
O (-5.031, 0.325, 1.916)
C (-6.214, 1.112, 1.782)
C (-7.188, 0.539, 2.777)
C (-6.285, 0.062, 3.886)
H (-5.964, 2.157, 1.998)
H (-6.589, 1.043, 0.757)
H (-7.942, 1.259, 3.106)
H (-7.710, -0.318, 2.334)
H (-6.077, 0.854, 4.611)
H (-6.692, -0.822, 4.383)

Forces on the atoms, in the same order (eV/Å):
-0.23 -0.46 -4.05
3.09 -0.17 1.65
-4.82 0.84 -0.63
-1.50 -0.64 -0.70
-6.22 -2.90 1.11
-1.32 2.74 1.16
3.18 5.85 0.71
1.86 0.45 -0.37
1.45 0.02 -0.44
1.15 -3.46 -1.78
2.83 -0.40 -0.74
-0.34 3.35 1.43
-1.80 -0.80 -4.55
1.57 -4.06 1.04
0.50 1.52 0.64
0.73 -1.42 1.65
-0.99 1.27 2.09
-0.15 -2.23 0.08
-0.74 1.56 0.81
0.95 -0.90 -0.18
-0.65 -1.27 1.46
1.46 1.13 -0.18
0.97 0.79 1.49
-1.34 -0.36 -1.42
-0.69 -0.53 -0.56
0.55 0.50 0.58
0.71 -0.43 0.44
0.25 -0.34 0.26
-0.09 -0.05 0.03
-0.19 0.08 -0.25
-0.17 0.06 0.06
0.08 0.14 -0.10
-0.14 -0.12 -0.04
-0.07 0.24 -0.36
-1.31 1.20 -1.57
1.81 -1.36 1.79
0.76 -0.55 -0.16
-0.64 0.79 -0.55
-0.93 0.03 0.04
-0.44 -0.12 -0.07
0.02 -0.10 -0.01
0.27 -0.01 0.09
0.14 -0.08 -0.16
0.04 0.18 0.04
0.07 -0.18 0.05
0.37 0.21 0.16

These are the Mulliken partial charges, in e, on atoms 1 to 2: atom 1 (O): -0.489, atom 2 (B): 0.500



Question: The lowest highest occupied orbital energy belongs to which entry?
Answer: H43O21



Question: Which formula does entry 2 have?
Answer: C4H10N2S



Question: Which of these has the highest highest occupied orbital energy?
Answer: C4H10N2S